Here is one molecule with the formula C8H11N3O2 from the Open Molecules 2025 dataset. Energies are from wB97M-V/def2-TZVPD.

Each line ends with the natural charge from an NBO analysis.
Geometry (Å):
C1 1.612 1.197 -1.585  -0.71
C2 1.306 0.658 -0.204  0.32
N1 0.711 1.245 0.701  -0.46
C3 -0.364 2.206 0.713  -0.21
C4 -1.454 1.158 0.172  -0.42
C5 -1.143 -0.285 0.235  0.12
N2 -2.272 -1.061 0.361  -0.53
C6 -1.913 -2.372 0.474  0.15
N3 -0.606 -2.459 0.391  -0.45
C7 -0.114 -1.203 0.249  0.03
C8 1.365 -0.915 0.061  0.47
O1 1.930 -1.498 -1.025  -0.70
O2 2.110 -1.356 1.178  -0.75
H1 0.910 1.954 -1.815  0.21
H2 1.578 0.447 -2.374  0.25
H3 2.663 1.538 -1.639  0.24
H4 -0.203 3.039 0.119  0.18
H5 -0.509 2.557 1.745  0.20
H6 -1.540 1.331 -0.951  0.22
H7 -2.443 1.268 0.622  0.21
H8 -3.207 -0.683 0.615  0.41
H9 -2.652 -3.273 0.434  0.21
H10 2.637 -1.991 -0.601  0.50
H11 1.598 -1.505 2.124  0.51

- Kohn-Sham gap: 8.67 eV
- LUMO level: 0.70 eV
- Total energy: -626.096959 Ha
- Charge: 0
- SMILES: CC1=NCCc2[nH]cnc2C1(O)O
- Energy relative to the best compared isomer or geometry (same formula, charge and spin): 0.529 eV